A 11-piece molecular cluster, C21H51N3O24 overall in a non-equilibrium geometry, computed with ωB97M-V with the def2-TZVPD basis set.

Output
gap between HOMO and LUMO	9.747	eV
SMILES	C[N+](=O)[O-].C[N+](=O)[O-].C[N+](=O)[O-].COC(=O)OC.COC(=O)OC.COC(=O)OC.COC(=O)OC.COC(=O)OC.CO.CO.CO
E_HOMO	-9.98	eV

Atoms and positions in Å:
H  5.2290  1.0210  1.1628
H  -1.9703  -4.6034  -0.7032
H  4.4926  0.6929  2.6976
C  -8.9371  0.3043  -2.2479
C  5.8101  -4.6640  5.1675
O  5.7963  3.6486  -4.3686
O  -1.3869  2.8571  0.8369
O  -1.2230  -6.3934  0.0765
H  0.7203  -3.8485  4.3915
O  3.5827  3.0418  -4.7640
H  -3.5935  1.2100  0.9977
H  -1.6452  3.1760  -6.6132
C  3.5004  -4.1577  4.6659
O  -5.4860  5.2213  4.1875
H  2.2019  -2.0314  -3.1194
H  -3.6400  -2.8390  -6.3462
H  -1.1346  3.7765  5.9194
H  -0.1868  1.8940  -5.3750
H  9.3834  1.3975  5.4450
H  -7.7229  0.8046  -5.2212
O  0.0495  -6.4478  -1.8595
H  -9.1026  1.7818  -4.5549
H  -2.0218  3.2351  -4.8198
H  8.9192  0.0803  4.6855
H  -8.0899  0.7004  0.8550
H  -0.6149  3.8221  7.6295
H  3.7308  -2.5334  -2.2067
C  -2.2585  -5.6134  -0.4119
H  7.4760  2.6755  -5.3522
H  -4.8202  7.6832  4.4001
O  6.0827  1.9104  2.9023
N  -5.7926  6.0340  3.3162
C  -0.1814  -6.7399  -0.6983
H  -9.3088  0.1201  -4.9685
H  1.7684  -8.4007  -1.1568
H  -9.6150  1.2513  0.1008
H  -6.4798  7.9624  3.8787
C  3.2807  -2.1859  -3.1367
O  3.5942  -3.1587  -4.1094
O  -1.0619  1.0398  -0.3348
O  -1.8750  1.6175  8.2118
O  2.6911  -4.0110  3.6064
O  -10.1547  0.2366  -2.2014
C  -3.2088  -3.0961  -5.3787
H  -3.3917  1.0700  -0.8154
O  0.6536  -7.3785  0.1429
H  -9.2000  -0.5346  0.3792
O  -2.1247  1.4836  6.0849
C  4.9948  1.4736  2.1263
H  1.0005  -3.3336  2.7599
H  -2.9319  -5.9300  -1.2084
H  -2.9642  2.2612  -5.8138
C  -1.4000  3.5077  6.9419
O  8.0460  1.7965  3.9050
O  3.2141  -4.0642  5.8606
H  -2.3167  4.0572  7.1559
H  1.6056  -2.3274  4.0274
C  7.1234  1.1281  3.1861
H  -5.1941  7.9365  2.6471
H  3.7148  -1.2149  -3.3748
H  3.0112  5.1234  -1.7534
H  6.1548  -3.6881  5.5093
H  2.5397  -8.2117  0.4471
C  1.9512  -7.7185  -0.3265
C  -5.5306  7.5096  3.5919
O  -1.7471  -3.0320  -5.4408
H  6.6326  -4.9929  4.5323
O  4.2736  4.6546  -3.3510
H  10.0421  1.1746  3.8018
C  4.4786  3.6975  -4.2060
O  -8.0469  0.4293  -3.3051
C  -1.9412  2.6257  -5.7200
H  2.2597  5.3732  -3.3683
C  2.9648  4.7794  -2.7866
H  6.2086  1.6781  -4.7284
C  6.3928  2.6211  -5.2432
C  -3.2057  1.6584  0.0831
C  -8.5852  0.8224  -4.5547
N  -1.7391  1.8256  0.2891
O  -1.0780  1.5372  -5.3698
H  -3.5706  -4.0916  -5.1216
O  7.2425  -0.0807  2.8626
H  5.6323  -5.2031  6.0980
H  2.4939  -6.9147  -0.8240
N  -1.8399  2.0991  7.0798
H  -3.6240  -2.4678  -4.5907
H  2.4671  3.8100  -2.7626
H  -2.8311  -5.4568  0.5023
H  -1.5765  -2.0875  -5.4198
O  -6.3532  5.7195  2.2506
O  -8.1872  0.3447  -1.1059
H  5.9747  2.4668  -6.2379
C  1.4591  -3.3708  3.7480
H  4.3172  2.3173  1.9955
O  4.6976  -4.5730  4.2659
H  -3.7099  2.6102  -0.0846
C  -8.8583  0.4669  0.1180
H  4.4572  -2.9710  -4.4855
C  9.1465  1.1127  4.4199

Mulliken atomic charge list, values in e, 2 entries: 0.29 0.31